No. 1
Formula: C17H20N2O2
Source: OMol25
Level of theory: ωB97M-V/def2-TZVPD

XYZ file:
```
41
Properties=species:S:1:pos:R:3:mulliken_charge:R:1
H 0.58296 7.33945 -0.27345 0.1738
H -2.82514 -2.15317 -0.30542 0.6055
H 1.56552 -3.15373 4.58971 0.2874
N -1.12738 1.88416 -2.49990 -0.1315
C 0.09122 6.27113 -0.96996 -0.2436
H 0.45835 -2.24972 2.50500 0.7489
C 1.03099 -5.15086 4.34189 -1.1195
C -0.89734 3.10355 -3.32564 -1.1013
C -1.98443 -1.77456 -0.54907 -1.4173
C 0.40204 -1.83973 0.15386 0.0104
C -0.81337 -2.28274 0.31857 0.7459
C -0.41518 4.30404 -2.73530 0.7356
H -0.52103 -3.10344 3.73268 0.2160
H 2.44378 -4.01459 2.91218 0.2219
C -0.28983 -0.20839 -1.57187 0.5411
H 1.69844 3.39930 -2.47876 0.1357
H -0.12603 2.92032 -4.11064 0.4508
C -0.12709 -3.93956 1.73939 -0.7013
H 0.77176 -4.21813 1.21209 0.4289
H -0.68900 -4.91294 2.02142 0.1812
H 1.83587 -5.45706 5.00042 0.3658
H -1.80557 6.94466 -1.61076 0.2604
H -1.79607 2.01353 -1.85545 0.2826
C 0.79525 -0.84248 -0.98371 -0.9877
O 1.14188 1.05476 -3.07429 -0.6931
H 1.69185 -0.50721 -1.25400 0.7180
H 0.83097 -5.97805 3.54858 0.2647
C -0.12095 0.97875 -2.51755 0.2982
C 0.69171 4.27006 -1.97109 -0.2701
C 0.26942 -3.11290 2.82471 -0.5949
O -0.94024 -3.24048 1.07282 -0.3033
H -2.32445 -0.04673 -1.69746 0.8286
H 0.11517 -5.24501 4.98931 0.3314
C 1.10778 5.35126 -1.30482 -0.1740
H -1.86946 3.30720 -3.80737 0.3811
H 2.19180 5.52893 -0.87161 0.2720
C 1.46833 -3.72969 3.63742 -0.4069
C -0.89814 6.19079 -1.61303 -0.1771
H 1.46466 -2.36196 0.37879 0.1236
C -1.63378 -0.52789 -1.27154 -0.8333
N -1.44530 5.18913 -2.32616 -0.4547
```

net charge	0
orbital gap	8.85	eV
HOMO energy	-8.51	eV


No. 2
Formula: C17H20N2O2S
Source: OMol25
Level of theory: ωB97M-V/def2-TZVPD

XYZ file:
```
42
Properties=species:S:1:pos:R:3:mulliken_charge:R:1
C 0.11673 2.98771 -4.22228 1.0207
H 1.08905 2.46908 3.15798 0.3806
H -1.33367 1.48108 -4.69696 0.3922
C -3.72375 -4.14692 2.71509 -1.2159
H 0.89319 -0.36774 0.50946 0.4573
C 0.90747 3.51667 -0.59561 -0.5566
H 0.32849 1.06004 -5.13151 0.3597
N -0.26561 -2.62397 0.85462 -0.1499
C -2.47774 -3.64155 2.06549 0.8256
O 0.91977 1.92365 1.25325 -0.3807
C -1.40369 -1.96151 1.00049 0.0221
H 0.81095 4.71125 -2.36575 0.4593
H 3.11196 3.89949 2.87659 0.3849
C 1.33660 2.90281 2.18502 -0.5181
H 0.31289 -0.96551 -1.06962 0.5371
C 0.39332 1.17665 -0.89586 -0.1213
H 0.75727 3.82521 2.06258 0.3508
C 0.21088 -0.18530 -0.31797 -0.9062
C 0.69663 3.72476 -1.94203 -1.3354
H 3.39053 2.26181 2.26933 0.3121
S -1.49186 -0.33835 0.37380 -0.1413
H -4.09042 -5.02526 2.18638 0.3053
H -4.48238 -3.37055 2.69616 0.3400
N -2.50772 -2.40918 1.58030 -0.5195
H -0.10463 0.57204 -2.86016 0.4314
C -0.22215 -3.86008 1.33936 0.8301
H 1.44684 -4.90773 2.14791 0.3156
C 0.17937 1.40792 -2.24018 -0.2819
C 0.32952 2.68099 -2.79010 -0.0120
H 0.89929 -5.50453 0.58288 0.3060
C 1.06255 -4.60571 1.17521 -1.2983
H 3.10888 3.58280 1.13604 0.3457
H -1.29672 -5.42641 2.35944 0.4124
C 2.83475 3.18234 2.10900 -1.0792
H 1.18124 4.35598 0.02366 0.3607
C -1.32768 -4.42305 1.96599 -0.7712
O 0.34199 4.08997 -4.67474 -0.6166
H 1.79251 -3.97395 0.67783 0.3185
C 0.75614 2.24367 -0.05002 1.1622
H -0.56177 2.24613 -6.10134 0.3547
H -3.52022 -4.43300 3.74553 0.3121
C -0.39883 1.86824 -5.09525 -1.3931
```

net charge	0
orbital gap	9.08	eV
HOMO energy	-8.47	eV


No. 3
Formula: C17H20N2O3S2
Source: OMol25
Level of theory: ωB97M-V/def2-TZVPD

XYZ file:
```
44
Properties=species:S:1:pos:R:3:mulliken_charge:R:1
H 3.13660 -0.61800 -2.37146 0.5326
H 1.13456 0.61331 -0.99678 0.2373
H 4.50840 1.54708 -2.94444 0.4229
C 1.47996 -0.31702 2.10103 -0.9120
C -2.78437 0.34027 0.16379 0.7065
H -3.21921 -2.30434 2.24090 0.4144
C 0.25906 0.28597 -0.42091 0.0247
H 2.41102 -0.41048 2.65968 0.4590
C 5.08359 1.61872 -0.87027 -0.4806
C -3.25602 -1.71939 1.33423 -0.6187
H -4.31586 -1.88774 -1.85888 0.3773
C -3.36643 -0.18233 -0.99384 1.1773
C 4.44751 1.11527 -1.96222 -0.5950
H -3.97474 1.57292 -2.06378 0.3239
C -3.81055 -2.24783 0.18208 -0.7681
H -0.61988 0.32836 -1.05829 -0.1487
C -3.86756 -1.47792 -0.96509 -0.8307
N 0.11689 1.15917 0.72011 0.0478
H -0.45533 -1.51552 0.53165 0.1045
H -2.32624 -0.01065 2.21907 0.4615
H 1.07009 1.78726 2.43891 0.4442
H 2.14783 1.46954 1.05331 0.1395
H -4.03705 0.08195 -3.00573 0.4273
O 3.81611 -2.04348 1.63910 -0.6970
O 2.80038 -2.77580 -0.50251 -0.7372
H -2.95877 2.41808 0.62385 0.3349
O -1.01041 2.47752 2.14397 -0.6864
S 3.02578 -1.76297 0.48191 1.2573
H 5.71312 2.48431 -0.81545 0.4520
H 0.71537 -1.81877 -0.77513 0.4936
C -2.21218 1.73527 0.20809 -0.7363
C 0.46573 -1.15966 0.05587 -0.7371
C 3.70146 -0.04439 -1.65977 -0.1790
C -2.74905 -0.43304 1.31888 -0.7346
C -3.47129 0.62629 -2.25410 -1.5571
H -4.20653 -3.25206 0.17856 0.3999
N 1.54216 -1.25748 1.00809 0.0541
C 1.26764 1.11619 1.60130 -0.6057
C -0.99802 1.82457 1.11887 0.7093
H 0.64429 -0.60107 2.74995 0.3613
H -2.48604 0.84487 -2.66867 0.3017
C 3.79036 -0.38567 -0.34488 0.0510
H -1.94828 2.09414 -0.78698 0.4105
S 4.79591 0.68456 0.54596 -0.1021
```

net charge	0
orbital gap	9.22	eV
HOMO energy	-8.85	eV


No. 4
Formula: C17H20N2O5
Source: OMol25
Level of theory: ωB97M-V/def2-TZVPD

XYZ file:
```
44
Properties=species:S:1:pos:R:3:mulliken_charge:R:1
H 1.20611 1.54334 1.97051 0.3036
H 6.34412 -2.68988 1.27094 0.3109
C -6.05806 2.59808 -2.10357 -0.5205
N -4.36402 4.24021 -2.75118 1.0319
H 2.15292 -1.56294 -0.28503 0.1621
O -3.20018 4.57944 -2.70329 -0.6127
N 0.29609 -0.08087 1.07906 0.1745
H -6.79443 3.19343 -2.62033 0.4745
C 3.08323 0.24050 0.48899 -0.9959
H 0.09198 1.96448 0.66859 0.5855
O 3.96124 -1.89940 2.40193 -0.5958
O 3.75391 -3.10359 0.51862 -0.3335
H 4.55903 -4.20599 2.06411 0.3182
H 6.83110 -4.37193 1.02686 0.3720
C 4.70930 -4.05890 0.98986 -0.2366
C 0.85084 1.24724 0.97560 -0.9937
C -3.10018 0.28618 -0.08358 -0.5378
O -5.23856 4.85682 -3.31985 -0.6217
C -6.39212 1.42445 -1.45275 -0.5078
H -7.41566 1.08293 -1.45495 0.3985
H 6.26895 -3.40664 -0.34668 0.2968
H 0.72423 -2.00210 1.68528 0.5272
H 4.47863 -4.97919 0.45002 0.3033
C -4.08186 1.10022 -0.77886 1.1719
C 3.47515 -2.07400 1.31490 0.0262
C 2.45723 -1.14737 0.67877 1.1283
C -4.73205 3.01529 -2.08266 0.0373
O -1.29712 -1.65335 0.84241 -0.6953
C -0.91813 -0.50833 0.65109 0.6459
H 3.49209 0.57036 1.44675 0.3527
C 6.13368 -3.60009 0.71476 -1.1050
H 1.68157 0.94618 -0.98836 0.3370
H -5.69123 -0.22635 -0.29373 0.3987
C -1.77677 0.46665 -0.06707 -0.6439
H -3.49136 -0.55810 0.47044 0.3715
C -5.41964 0.68901 -0.79825 -0.6341
H -2.73868 2.66017 -1.44490 0.5769
C -3.74992 2.28528 -1.43284 -0.7258
C 1.23676 -1.04144 1.60753 -1.6007
H 2.46535 2.23464 -0.06249 0.4169
H -1.30234 1.25709 -0.62585 0.5146
C 2.03289 1.23583 0.00431 -0.5554
H 1.57131 -0.72820 2.60238 0.2630
H 3.90459 0.18084 -0.22751 0.4164
```

net charge	0
orbital gap	8.56	eV
HOMO energy	-9.20	eV


No. 5
Formula: C17H20N2O5S
Source: OMol25
Level of theory: ωB97M-V/def2-TZVPD

XYZ file:
```
45
Properties=species:S:1:pos:R:3:mulliken_charge:R:1
C -4.23593 -4.00210 1.42027 -0.4590
O -2.27201 -3.04996 -0.47306 -0.6467
H 3.82906 -0.01111 -1.43095 0.4274
C -4.76454 -2.21737 2.94506 -0.4773
O 4.01128 2.79203 -3.26700 -0.6570
H 0.56836 1.50955 1.30789 0.4366
C -5.70997 -3.01685 3.55725 -0.5562
C 4.37101 3.59975 0.03457 -0.4981
H 4.54692 1.45561 0.30703 0.3886
H 2.46300 0.51728 -2.43124 0.3092
H 3.56029 4.31420 -0.15056 0.3164
C 3.75277 2.19711 0.19401 -0.6820
H 5.35500 1.49315 -2.53418 0.3278
H -0.10173 0.69904 -2.80633 0.5212
C -5.18604 -4.79300 2.04097 -0.6031
C -4.02078 -2.70399 1.87157 0.6782
H -0.91901 -0.36604 1.94787 0.4494
H 3.13412 2.20223 1.09561 0.2775
C 3.36418 0.85438 -1.91402 -0.7564
O 1.32227 2.77936 -2.59180 -0.7927
N 2.92033 1.79553 -0.91866 0.3646
H 4.34048 0.83401 -3.84059 0.3926
H -5.34833 -5.79916 1.68481 0.3626
H -1.59603 -1.21398 -2.18747 0.4509
H -3.66432 -4.38070 0.59017 0.4752
C 0.08673 0.90237 0.55825 -0.7040
C -2.27715 -2.05143 0.21443 0.4998
O 5.35831 3.67471 -0.95212 -0.5944
H -3.02138 -0.93539 1.73560 0.1879
C 4.33980 1.46536 -2.94048 -0.5490
H 3.04126 2.88262 -3.29857 0.4249
H 4.86344 3.86002 0.97634 0.4209
H -4.59888 -1.20823 3.29783 0.3098
C -5.92484 -4.30904 3.10695 -0.4884
S 1.45312 2.50359 -1.18296 1.5096
C 0.31164 1.18375 -0.77625 0.1382
H -6.28034 -2.62890 4.38801 0.3685
N -3.07180 -1.84647 1.30021 -0.1173
C -1.37779 -0.88938 -0.09168 0.5460
O 1.27975 3.56801 -0.24532 -0.7234
H 4.93777 3.57053 -1.82430 0.4449
C -1.12507 -0.60520 -1.43089 -0.6803
H -6.66419 -4.93317 3.58519 0.3784
C -0.76347 -0.13300 0.90422 -0.9111
C -0.28726 0.44031 -1.77568 -0.5109
```

net charge	0
orbital gap	8.70	eV
HOMO energy	-8.85	eV